[1]
The following is a quantum chemistry calculation of a structure of composition C2F3I3, from the OMol25 dataset.

Structure (XYZ):
```
8
Properties=species:S:1:pos:R:3:mulliken_charge:R:1
I -1.82 1.42 -1.00 0.217
I 1.34 2.09 0.52 0.219
I 1.13 -0.11 -2.28 0.218
F 1.01 -1.38 0.88 -0.180
F -0.99 -1.64 0.07 -0.179
F -0.66 -0.30 1.75 -0.179
C -0.15 -0.80 0.64 0.687
C 0.15 0.72 -0.59 -0.803
```

Computed properties:
Net charge: 0
LUMO energy (Ha): -0.038
Frontier orbital gap (eV): 8.482
HOMO level (Ha): -0.350
M (g mol⁻¹): 461.7

***

[2]
The following is a quantum chemistry calculation of the molecule C2F3NO2, from the OMol25 dataset.

Structure (XYZ):
```
8
Properties=species:S:1:pos:R:3:mulliken_charge:R:1
F -0.06 1.74 0.00 -0.198
F 1.54 -1.44 0.06 -0.182
F 2.44 0.54 -0.06 -0.197
O -1.53 -1.44 -0.09 -0.495
O -2.32 0.57 0.04 -0.474
N -1.50 -0.26 -0.01 0.919
C 1.31 -0.15 0.00 0.356
C 0.12 0.42 0.06 0.270
```

Computed properties:
Net charge: 0
LUMO energy (Ha): -0.003
Frontier orbital gap (eV): 10.739
Energy above the lowest of the compared OMol25 structures with the same formula, charge and spin (kcal per mole): 64.5
HOMO level (Ha): -0.397
M (g mol⁻¹): 127.0

***

[3]
The following is a quantum chemistry calculation of a structure of composition C2F3NO3PbS, from the OMol25 dataset.

Structure (XYZ):
```
11
Properties=species:S:1:pos:R:3:lowdin_spin:R:1
Pb -0.68 -2.34 -0.90 0.061
S -1.18 0.72 0.01 0.279
F -0.42 2.67 -1.62 0.012
F 1.15 1.25 -1.17 0.028
F 0.55 2.69 0.31 0.019
O 2.08 -1.73 2.39 0.000
O -0.61 0.35 1.36 0.180
O 0.47 -2.48 0.91 0.009
N -1.26 -0.34 -1.11 0.301
C 0.12 1.92 -0.67 0.108
C 1.23 -2.00 1.66 0.002
```

Computed properties:
Net charge: +1
LUMO energy (alpha / beta) (Ha): -0.214 / -0.263
Frontier orbital gap (alpha / beta) (eV): 7.980 / 7.683
HOMO level (alpha / beta) (Ha): -0.507 / -0.545
M (g mol⁻¹): 382.3
<S²>: 0.7572
2S+1: 2